(1)
Here is a molecular structure, C4H6S2 from OMol25. Energies are from ωB97M-V/def2-TZVPD.

The geometry in ORCA input format:
```
! RIJCOSX wB97M-V def2-TZVPD def2/J DEFGRID3
* xyz 0 1
C -1.886 0.799 -0.486
C -0.689 0.954 0.270
C 0.452 0.362 -0.058
C 1.753 0.036 0.556
H -1.286 -1.425 0.429
H -2.630 1.671 -0.508
H -1.761 0.201 -1.557
H -0.755 1.382 1.252
H 0.645 0.209 -1.207
H 1.760 0.665 1.630
S -2.840 -0.666 0.094
S 3.230 -0.309 -0.203
*
```

Results
electronic energy: -25911.011 eV
ΔE to the lowest compared entry with this formula, charge and spin: 98.7 kcal/mol
gap between HOMO and LUMO: 7.5 eV
E_LUMO: -1.49 eV
HOMO energy: -9.01 eV


(2)
Here is C4H6S2 in the gas phase from OMol25. Energies are from ωB97M-V/def2-TZVPD.

The geometry in ORCA input format:
```
! RIJCOSX wB97M-V def2-TZVPD def2/J DEFGRID3
* xyz 0 1
C 0.419 -1.372 -0.162
S 1.725 -0.137 -0.651
C 0.683 1.446 -0.200
C -0.695 0.724 0.256
S -1.666 -0.016 -0.904
C -0.747 -0.655 0.364
H 0.892 -2.070 0.627
H 0.105 -2.050 -0.977
H 1.178 1.841 0.725
H 0.563 2.085 -1.162
H -1.254 1.304 0.952
H -1.203 -1.100 1.130
*
```

Results
structure (SMILES): C1SC[C@H]2S[C@@H]12
electronic energy: -25913.867 eV
ΔE to the lowest compared entry with this formula, charge and spin: 32.8 kcal/mol
gap between HOMO and LUMO: 9.5 eV
E_LUMO: 0.88 eV
HOMO energy: -8.60 eV